*a*
2 unconnected molecules or ions with the total composition C3H10NO2. Source: the Open Molecules 2025 dataset; level of theory: ωB97M-V with the def2-TZVPD basis set.

Net charge: -1
E_HOMO: -3.77 eV
Kohn-Sham gap: 8.01 eV
LUMO energy: 4.24 eV
Spin multiplicity: 1

Element x y z (Å)
O: 2.07727 -0.38448 1.29575
O: 0.97585 -0.91805 -0.77815
N: -0.06203 1.37516 0.29400
C: -2.01802 -0.03448 0.68250
C: -1.05307 0.50839 -0.34965
C: -0.27669 -0.51199 -1.29858
H: -2.51017 0.83384 1.26362
H: -1.46107 -0.72870 1.37262
H: 0.52736 1.58682 -0.51759
H: 1.23653 -0.63428 0.26641
H: -0.35223 0.03099 -2.23737
H: -0.83246 -1.45161 -1.48840
H: 0.63684 0.92202 0.89616
H: 2.92684 -0.09902 0.95515
H: -1.52693 1.09083 -1.15373
H: -2.70244 -0.78857 0.18152

Atom charges from the natural (NBO) analysis, given in e for atoms 1 to 8: atom 1 (O): -1.2082, atom 2 (O): -0.8347, atom 3 (N): -0.8796, atom 4 (C): -0.6281, atom 5 (C): -0.0707, atom 6 (C): -0.0648, atom 7 (H): 0.2072, atom 8 (H): 0.2170


*b*
2 unconnected molecules or ions with the total composition C3H10NO2. Source: the Open Molecules 2025 dataset; level of theory: ωB97M-V with the def2-TZVPD basis set.

Net charge: -1
E_HOMO: -2.80 eV
Kohn-Sham gap: 6.85 eV
LUMO energy: 4.05 eV
Spin multiplicity: 1

Element x y z (Å)
O: 2.53733 -0.27765 -0.09555
O: -3.19771 0.13102 -0.12383
N: 0.24443 0.85645 -0.36735
C: -0.04128 1.20955 1.03395
C: 1.66562 -1.16977 -0.57410
C: 0.18466 -0.59815 -0.57418
H: -2.59793 -0.01994 0.61964
H: 1.28036 0.96983 -0.38140
H: 0.58499 0.62449 1.71938
H: -0.33748 -0.81089 -1.50964
H: 0.23468 2.25250 1.17018
H: -2.56681 0.43375 -0.80007
H: -0.38718 -1.05797 0.23854
H: 1.63082 -2.13252 -0.00864
H: -1.09466 1.10847 1.27626
H: 1.86016 -1.51918 -1.62319

Atom charges from the natural (NBO) analysis, given in e for atoms 1 to 8: atom 1 (O): -0.9382, atom 2 (O): -0.9560, atom 3 (N): -0.6972, atom 4 (C): -0.4127, atom 5 (C): -0.0259, atom 6 (C): -0.2697, atom 7 (H): 0.4703, atom 8 (H): 0.4068


Least stable = *b*


*a*
2 unconnected molecules or ions with the total composition C4H8ClNO. Source: the Open Molecules 2025 dataset; level of theory: ωB97M-V with the def2-TZVPD basis set.

E_HOMO: -8.95 eV
Kohn-Sham gap: 9.64 eV
SMILES: C#CN[C@@H](C)O.Cl
LUMO energy: 0.68 eV
Spin multiplicity: 1

Element x y z (Å)
Cl: -2.70392 -0.95891 1.14826
O: 2.22750 -0.43073 -0.01977
N: 0.33019 0.50698 -1.18945
C: -0.46286 -0.60486 -1.27696
C: -1.12622 -1.59857 -1.50914
C: 0.47710 0.72925 1.38182
C: 1.23254 0.63498 -0.07519
H: -0.37442 1.34494 1.18582
H: -2.02888 -2.02119 -1.66103
H: 0.77390 1.02545 -2.00048
H: 0.27999 -0.22472 1.71717
H: -3.20530 0.09143 0.69424
H: 1.17950 1.23600 2.00368
H: 1.68220 1.58402 -0.20317
H: 1.71867 -1.31405 -0.19580

Atom charges from the natural (NBO) analysis, given in e for atoms 1 to 8: atom 1 (Cl): -0.2545, atom 2 (O): -0.7333, atom 3 (N): -0.6693, atom 4 (C): 0.1487, atom 5 (C): -0.3070, atom 6 (C): -0.6203, atom 7 (C): 0.2671, atom 8 (H): 0.2051


*b*
A single C4H8ClNO molecule. Source: the Open Molecules 2025 dataset; level of theory: ωB97M-V with the def2-TZVPD basis set.

E_HOMO: -9.11 eV
Kohn-Sham gap: 9.96 eV
SMILES: C=C(Cl)N[C@@H](C)O
LUMO energy: 0.85 eV
Spin multiplicity: 1

Element x y z (Å)
Cl: 3.01066 -0.89254 0.04778
O: -1.60494 0.97681 0.37484
N: 0.37343 -0.28232 0.71113
C: 1.62525 0.26843 0.10441
C: -0.80214 -0.03202 -0.14729
C: -1.53741 -1.38481 -0.21964
C: 1.71294 1.55089 -0.30706
H: 0.90805 2.25068 -0.18873
H: -1.17773 1.23266 1.14216
H: -2.55118 -1.14777 -0.03320
H: 0.50308 -1.13227 1.16170
H: 2.57404 2.10684 -0.73508
H: -1.09319 -1.93844 0.54665
H: -0.60220 0.20232 -1.25675
H: -1.33866 -1.77847 -1.20092

Atom charges from the natural (NBO) analysis, given in e for atoms 1 to 8: atom 1 (Cl): -0.0381, atom 2 (O): -0.7161, atom 3 (N): -0.6711, atom 4 (C): 0.1738, atom 5 (C): 0.2531, atom 6 (C): -0.6238, atom 7 (C): -0.4939, atom 8 (H): 0.2200


Least stable = *a*


*a*
A molecular structure, C2H2S. Source: the Open Molecules 2025 dataset; level of theory: ωB97M-V with the def2-TZVPD basis set.

E_HOMO: -10.05 eV
Kohn-Sham gap: 8.75 eV
LUMO energy: -1.30 eV
Spin multiplicity: 1

Element x y z (Å)
S: 2.03130 0.00014 -0.03431
C: -1.41441 -0.59697 -0.15277
C: -0.23304 -0.26900 -0.03642
H: 2.02247 1.37749 0.04477
H: -2.40632 -0.51165 0.17873

In elementary charge units, the natural (NBO) charges are: atom 1 (S): 0.0125, atom 2 (C): -0.3479, atom 3 (C): -0.0574, atom 4 (H): 0.1516, atom 5 (H): 0.2411


*b*
A single C2H2S molecule. Source: the Open Molecules 2025 dataset; level of theory: ωB97M-V with the def2-TZVPD basis set.

E_HOMO: -9.39 eV
Kohn-Sham gap: 9.99 eV
SMILES: C#CS
LUMO energy: 0.60 eV
Spin multiplicity: 1

Element x y z (Å)
S: -0.17795 0.61810 -1.65358
C: -0.06873 -0.06116 1.26709
C: -0.23421 0.19406 0.09647
H: -0.37487 -0.42392 2.19937
H: 0.85576 -0.32708 -1.90935

In elementary charge units, the natural (NBO) charges are: atom 1 (S): 0.0423, atom 2 (C): -0.2501, atom 3 (C): -0.1946, atom 4 (H): 0.2349, atom 5 (H): 0.1675


Least stable = *a*


*a*
A single C2H4N4S2 molecule. Source: the Open Molecules 2025 dataset; level of theory: ωB97M-V with the def2-TZVPD basis set.

E_HOMO: -8.11 eV
Kohn-Sham gap: 8.35 eV
SMILES: N/N=C1/SN=CNS1
LUMO energy: 0.24 eV
Spin multiplicity: 1

Element x y z (Å)
S: 0.72100 1.89448 -0.37578
S: -0.11530 -0.98111 -0.74053
N: -1.73800 1.07052 0.02713
N: 2.19232 1.07148 -0.25950
N: 1.29175 -1.05145 0.27284
N: -2.80523 0.22800 -0.06550
C: -0.57724 0.67861 -0.27546
C: 2.31241 -0.15854 0.04294
H: -2.56898 -0.73580 0.12651
H: 3.30222 -0.54822 0.19849
H: 1.51765 -2.01597 0.52331
H: -3.53262 0.54799 0.52555

Atom charges from the natural (NBO) analysis, given in e for atoms 1 to 8: atom 1 (S): 0.4998, atom 2 (S): 0.3676, atom 3 (N): -0.2325, atom 4 (N): -0.6147, atom 5 (N): -0.7653, atom 6 (N): -0.6272, atom 7 (C): -0.1771, atom 8 (C): 0.2413


*b*
A single C2H4N4S2 molecule. Source: the Open Molecules 2025 dataset; level of theory: ωB97M-V with the def2-TZVPD basis set.

E_HOMO: -8.38 eV
Kohn-Sham gap: 8.70 eV
SMILES: Nn1ncn(S)c1=S
LUMO energy: 0.32 eV
Spin multiplicity: 1

Element x y z (Å)
S: -0.12110 2.41534 -0.09077
S: 2.76103 0.37436 -0.22026
N: 1.14412 -0.06387 0.14512
N: -2.23860 0.22819 -0.19928
N: -0.54075 -1.52626 -0.13769
N: -0.87133 -0.20782 -0.06285
C: 0.10706 0.77131 -0.03417
C: 0.71860 -1.43791 -0.02133
H: 2.61078 1.79227 0.51284
H: -2.47242 0.27517 0.80476
H: -2.67564 -0.47204 -0.89000
H: 1.57824 -2.14874 0.19363

Atom charges from the natural (NBO) analysis, given in e for atoms 1 to 8: atom 1 (S): -0.1926, atom 2 (S): 0.1487, atom 3 (N): -0.5450, atom 4 (N): -0.6349, atom 5 (N): -0.2371, atom 6 (N): -0.1150, atom 7 (C): 0.2003, atom 8 (C): 0.1676


Least stable = *b*


*a*
A single C5H10OS molecule. Source: the Open Molecules 2025 dataset; level of theory: ωB97M-V with the def2-TZVPD basis set.

E_HOMO: -9.07 eV
Kohn-Sham gap: 9.78 eV
LUMO energy: 0.70 eV
Spin multiplicity: 1

Element x y z (Å)
S: -2.48334 -0.12946 0.35676
O: -2.60306 -0.94732 -0.84742
C: 0.20483 0.43568 -0.10269
C: 0.28033 -1.89606 -0.92843
C: 1.31748 1.46353 0.34819
C: -0.67993 0.00371 1.01137
C: 0.86938 -0.68419 -0.78808
H: 1.00705 2.12984 1.10214
H: 0.82457 -2.69361 -1.37266
H: -0.32895 1.10233 -0.81939
H: -2.24304 1.13138 -0.34151
H: -0.48648 -0.86848 1.73683
H: 1.85408 -0.47836 -1.10342
H: 2.14740 0.83508 0.82366
H: 1.85913 2.04837 -0.31847
H: -0.67406 -2.20813 -0.56298
H: -0.86538 0.75567 1.80609

Atom charges from the natural (NBO) analysis, given in e for atoms 1 to 8: atom 1 (S): 1.0786, atom 2 (O): -0.9793, atom 3 (C): -0.3135, atom 4 (C): -0.3617, atom 5 (C): -0.5929, atom 6 (C): -0.5828, atom 7 (C): -0.1867, atom 8 (H): 0.2056


*b*
A molecular structure, C5H10OS. Source: the Open Molecules 2025 dataset; level of theory: ωB97M-V with the def2-TZVPD basis set.

E_HOMO: -8.65 eV
Kohn-Sham gap: 9.09 eV
LUMO energy: 0.44 eV
Spin multiplicity: 1

Element x y z (Å)
S: -1.97917 1.30527 0.47548
O: -0.90400 -1.01537 0.98368
C: -1.98459 -0.33255 0.61134
C: 1.56750 0.23777 0.63715
C: -3.14713 -1.06524 0.09224
C: 1.83989 -0.93748 0.75365
C: 1.24306 1.60932 0.41810
H: 0.69721 2.00672 1.32046
H: 2.27067 2.21187 0.47096
H: -4.21771 -0.79295 0.55277
H: 4.45799 -0.05537 -4.18877
H: -0.24184 -0.33272 1.26388
H: 2.01697 -1.68051 1.48108
H: 0.71856 1.84908 -0.51676
H: -2.96845 -2.11712 0.17728
H: -3.28361 -0.92965 -0.97121
H: 3.91465 0.03892 -3.56132

Atom charges from the natural (NBO) analysis, given in e for atoms 1 to 8: atom 1 (S): -0.1746, atom 2 (O): -0.6534, atom 3 (C): 0.2648, atom 4 (C): -0.0219, atom 5 (C): -0.7069, atom 6 (C): -0.2558, atom 7 (C): -0.7200, atom 8 (H): 0.2643


*c*
3 unconnected molecules or ions with the total composition C5H10OS. Source: the Open Molecules 2025 dataset; level of theory: ωB97M-V with the def2-TZVPD basis set.

E_HOMO: -7.66 eV
Kohn-Sham gap: 4.94 eV
LUMO energy: -2.72 eV
Spin multiplicity: 1

Element x y z (Å)
S: 0.63530 -2.27389 -0.44073
O: -0.74625 2.06938 -0.89705
C: 0.17806 -1.43455 -1.92580
C: -0.93961 1.07615 -1.39965
C: 1.41036 1.16802 1.72813
C: -0.76558 -0.03540 1.46503
C: 0.59226 0.39642 1.02072
H: 0.65391 -1.89084 -2.79919
H: 2.30840 1.44810 1.17955
H: -0.88198 -1.48484 -2.19660
H: -1.51358 0.34094 0.78303
H: 0.85667 0.13931 0.00069
H: 1.50439 1.24351 2.80315
H: -0.94678 0.25823 2.49426
H: -0.89367 -1.10803 1.34198
H: 0.38897 -0.32380 -1.91367
H: -1.84089 0.41128 -1.24384

Atom charges from the natural (NBO) analysis, given in e for atoms 1 to 8: atom 1 (S): -0.1234, atom 2 (O): -0.3608, atom 3 (C): -0.7827, atom 4 (C): 0.4825, atom 5 (C): -0.4260, atom 6 (C): -0.6614, atom 7 (C): -0.1594, atom 8 (H): 0.2419


Least stable = *c*


*a*
2 unconnected molecules or ions with the total composition C5H10OS. Source: the Open Molecules 2025 dataset; level of theory: ωB97M-V with the def2-TZVPD basis set.

E_HOMO: -8.00 eV
Kohn-Sham gap: 9.05 eV
SMILES: CSC1CC1.C=O
LUMO energy: 1.05 eV
Spin multiplicity: 1

Element x y z (Å)
S: 0.19975 -0.44616 -0.45601
O: 2.47422 -2.67665 -0.46050
C: -2.04588 1.23638 -0.89007
C: -0.60482 1.03584 -1.03199
C: -1.08054 2.13714 -0.19700
C: 3.46988 -2.60579 0.16149
C: -0.44381 -0.79158 1.21008
H: -0.22150 1.29262 -1.94340
H: -1.06476 3.20023 -0.73288
H: -2.69193 1.61505 -1.78264
H: 3.59964 -1.77878 0.91871
H: -2.81447 0.80327 -0.17033
H: -1.28952 2.33466 0.82402
H: -0.59785 -1.77129 1.55366
H: -1.37076 -0.22179 1.12090
H: 0.15984 -0.19587 1.88952
H: 4.32252 -3.16727 -0.01356

Atom charges from the natural (NBO) analysis, given in e for atoms 1 to 8: atom 1 (S): 0.2228, atom 2 (O): -0.4758, atom 3 (C): -0.4426, atom 4 (C): -0.3666, atom 5 (C): -0.4443, atom 6 (C): 0.2907, atom 7 (C): -0.7409, atom 8 (H): 0.2429


*b*
A single C5H10OS molecule. Source: the Open Molecules 2025 dataset; level of theory: ωB97M-V with the def2-TZVPD basis set.

E_HOMO: -8.61 eV
Kohn-Sham gap: 9.45 eV
SMILES: C[C@@H]1SC[C@@H]1CO
LUMO energy: 0.84 eV
Spin multiplicity: 1

Element x y z (Å)
S: -0.78588 1.36679 0.34980
O: 1.00871 -0.29138 -1.86338
C: 0.80825 -0.47589 0.63456
C: 1.17492 -1.06439 -0.69990
C: -1.60565 -1.34205 0.07461
C: 0.95472 1.09216 0.58563
C: -0.72563 -0.38532 0.81717
H: 0.08572 0.00118 -1.88995
H: 1.29394 -0.99791 1.41463
H: -0.98729 -0.38482 1.92337
H: 1.73863 1.50873 -0.11065
H: 0.67182 -2.00378 -0.94758
H: 2.24909 -1.34827 -0.72044
H: -1.64222 -1.17443 -1.00012
H: 1.29947 1.45584 1.55372
H: -1.19903 -2.36096 0.17607
H: -2.64536 -1.18022 0.43874

Atom charges from the natural (NBO) analysis, given in e for atoms 1 to 8: atom 1 (S): 0.1829, atom 2 (O): -0.7183, atom 3 (C): -0.2671, atom 4 (C): -0.0732, atom 5 (C): -0.6367, atom 6 (C): -0.5313, atom 7 (C): -0.3052, atom 8 (H): 0.4660


Least stable = *a*


*a*
A molecular structure, C6H8NS2. Source: the Open Molecules 2025 dataset; level of theory: ωB97M-V with the def2-TZVPD basis set.

Net charge: +1
E_HOMO (alpha / beta): -12.46 / -12.46 eV
Kohn-Sham gap (alpha / beta): 7.66 / 7.66 eV
LUMO energy (alpha / beta): -4.80 / -4.80 eV
Spin multiplicity: 1

Element x y z (Å)
S: -1.98972 1.44222 0.53795
S: 3.11729 0.12700 0.29892
N: 0.52923 0.79572 0.54498
C: 2.46914 1.69893 -0.11215
C: 1.46231 -0.29245 0.71784
C: -0.70475 0.42957 0.55121
C: 0.78119 -1.38111 1.07089
C: -0.67529 -1.02014 1.09048
C: 1.17934 1.92212 0.12084
H: 0.60687 2.71974 -0.23393
H: 0.03848 0.37620 -2.13302
H: -2.92342 0.60201 0.08275
H: -0.53130 -0.16309 -2.19028
H: -1.11756 -0.97707 2.08057
H: 1.27846 -2.38891 0.85192
H: 3.24741 2.40531 -0.44426
H: -1.53540 -1.63652 0.66545

Atom charges from the natural (NBO) analysis, given in e for atoms 1 to 8: atom 1 (S): 0.2399, atom 2 (S): 0.4722, atom 3 (N): -0.3199, atom 4 (C): -0.3021, atom 5 (C): -0.0173, atom 6 (C): 0.1527, atom 7 (C): -0.2016, atom 8 (C): -0.5029


*b*
A gas-phase ion, C6H8NS2 (charge +1). Source: the Open Molecules 2025 dataset; level of theory: ωB97M-V with the def2-TZVPD basis set.

Net charge: +1
E_HOMO (alpha / beta): -12.59 / -12.73 eV
Kohn-Sham gap (alpha / beta): 6.85 / 6.45 eV
LUMO energy (alpha / beta): -5.74 / -6.28 eV
Spin multiplicity: 1

Element x y z (Å)
S: -1.70767 -0.54482 3.16777
S: -0.64095 -2.75311 1.27751
N: 0.27605 -0.84023 -0.56659
C: -0.13118 -2.07942 -0.23973
C: -1.40517 -2.01186 2.49214
C: -0.63803 0.78491 2.37365
C: 0.33498 0.23423 0.18283
C: 1.07266 -0.42690 -1.81813
C: -0.78778 0.89717 0.83898
H: 0.41119 0.42448 2.47946
H: -1.71939 0.41043 0.56179
H: -0.72147 1.99096 0.70933
H: 0.03376 -2.99702 -0.96651
H: 2.14996 -0.28286 -1.67596
H: 1.11245 -1.27753 -2.58704
H: -0.77128 1.61353 3.11874
H: 0.55685 0.56675 -2.14804

Atom charges from the natural (NBO) analysis, given in e for atoms 1 to 8: atom 1 (S): 0.5790, atom 2 (S): 0.5647, atom 3 (N): -0.4105, atom 4 (C): -0.1603, atom 5 (C): -0.5867, atom 6 (C): -0.5327, atom 7 (C): 0.4396, atom 8 (C): -0.4173


Least stable = *b*